(1)
Density functional theory data (ωB97M-V with the def2-TZVPD basis set) for C4H3NdO as an isolated structure.

Cartesian coordinates (Å):
C: -0.78257 -1.76128 -0.43506
C: -2.11114 -1.50488 -0.86003
C: -1.84214 -1.72216 0.42933
H: -2.71645 -1.13769 -1.68838
C: 1.33887 1.84335 0.82279
O: 2.00615 1.12207 0.08796
Nd: 1.84917 -1.18518 -0.80545
H: 0.81512 1.40789 1.69097
H: 1.44300 2.93789 0.75787

Properties
Frontier orbital gap (spin up / spin down) (eV): 6.210 / 8.668
Molar mass (g mol⁻¹): 211.307
Total charge: +3
Electronic energy (eV): -21480.10253
Multiplicity: 5

***

(2)
Density functional theory data (ωB97M-V with the def2-TZVPD basis set) for a 2-piece molecular cluster, C4H9NS2 overall.

Cartesian coordinates (Å):
C: -1.29668 0.23661 0.66522
C: -1.22849 0.70516 -0.57500
C: -3.40117 -0.42306 1.37279
N: -2.21835 -0.72925 1.08051
H: -0.55470 0.51428 1.40655
H: -1.94392 0.41622 -1.33419
H: -0.46771 1.41746 -0.84859
H: -4.08569 -1.22734 1.63222
H: -3.78309 0.60224 1.40303
C: 2.50919 -0.52642 -1.59159
S: 2.04026 -0.90809 0.09594
S: 2.67691 0.86379 1.14104
H: 1.99946 0.37185 -1.94558
H: 2.23168 -1.37600 -2.21498
H: 3.58820 -0.38296 -1.68089
H: 3.93411 0.44549 1.39352

Properties
Frontier orbital gap (spin up / spin down) (eV): 2.956 / 7.274
Molar mass (g mol⁻¹): 135.257
Total charge: -1
Electronic energy (eV): -27452.38232
Multiplicity: 2

***

(3)
Density functional theory data (ωB97M-V with the def2-TZVPD basis set) for one molecule with the formula C5H9NO2.

Cartesian coordinates (Å):
C: -1.16170 -0.46191 1.09988
C: -0.52042 -0.55455 -0.27012
C: 0.94058 -0.87934 -0.67237
C: 1.66249 -0.59295 0.62003
O: 1.67785 0.41283 1.29583
C: -0.64168 0.82895 -1.08609
N: -0.32909 1.92339 -0.36318
O: -1.12889 0.86857 -2.19223
H: -2.17326 -0.06857 1.02117
H: -0.63643 0.20344 1.77886
H: -1.19703 -1.45740 1.54118
H: -1.13823 -1.21580 -0.88513
H: 1.00332 -1.95595 -0.84762
H: 1.48467 -0.40671 -1.48950
H: 2.50840 -1.30297 0.70916
H: 0.15084 1.83427 0.51857
H: -0.50141 2.82470 -0.77844

Properties
Energy above the lowest of the compared OMol25 structures with the same formula, charge and spin (kcal per mole): 31.5
Frontier orbital gap (eV): 9.820
Molar mass (g mol⁻¹): 115.132
Electronic energy (eV): -10915.21057

***

(4)
Density functional theory data (ωB97M-V with the def2-TZVPD basis set) for one molecule with the formula C3H7O4.

Cartesian coordinates (Å):
C: -0.91552 1.77704 1.15586
C: -0.15619 0.89851 0.25875
C: -0.83321 -0.05937 -0.65549
O: -0.08653 -1.22605 -0.84381
O: -0.72276 -2.07347 -1.87954
O: 1.20576 0.96133 0.28587
O: 1.69677 1.03785 1.67077
H: -1.98702 1.65731 1.01407
H: -0.66641 1.55620 2.19253
H: -0.65835 2.81857 0.96873
H: -1.80518 -0.36281 -0.25075
H: -0.97993 0.37671 -1.65008
H: -0.46712 -2.97438 -1.63055
H: 2.22028 0.22380 1.75209

Properties
Energy above the lowest of the compared OMol25 structures with the same formula, charge and spin (kcal per mole): 125.6
Frontier orbital gap (spin up / spin down) (eV): 8.219 / 10.289
Molar mass (g mol⁻¹): 107.085
Electronic energy (eV): -11406.81794
Multiplicity: 2

***

For reference, F_max by record: 3.004; 2.597; 5.151; 2.152 eV/A.